Record 1
Entry from OMol25: a 2-piece molecular cluster, C5H13N2O overall (ωB97M-V/def2-TZVPD).

Atoms and positions in Å:
C -0.662 0.178 2.104
O 0.482 -0.709 2.044
C -1.553 -0.125 0.937
C -2.593 0.602 0.581
H -0.271 1.200 2.074
H -1.175 0.030 3.051
H 0.753 -0.892 2.948
H -1.304 -1.031 0.397
H -3.219 0.318 -0.249
H -2.850 1.495 1.141
C 0.515 1.473 -2.470
N 0.635 0.507 -1.375
C 1.360 -0.569 -1.450
N 1.564 -1.413 -0.465
H 0.984 2.411 -2.199
H -0.539 1.640 -2.679
H 1.000 1.065 -3.349
H 0.125 0.692 -0.519
H 1.859 -0.778 -2.386
H 1.189 -1.238 0.471
H 1.911 -2.329 -0.697

Output
Multiplicity: 1
Total charge: +1
Energy above the lowest of the compared OMol25 structures with the same formula, charge and spin (kJ/mol): 132.4



Record 2
Entry from OMol25: an isolated molecule of N2O4 in a non-equilibrium geometry (ωB97M-V/def2-TZVPD).

Atoms and positions in Å:
O -1.122 -1.727 1.153
N -0.599 -1.189 0.280
O -0.120 0.118 0.703
N 0.504 0.764 -0.501
O 0.483 1.916 -0.226
O 0.856 0.115 -1.418

Output
Structure (SMILES): O=NO[N+](=O)[O-]
Multiplicity: 1
Energy above the lowest of the compared OMol25 structures with the same formula, charge and spin (kJ/mol): 26.8



Record 3
Entry from OMol25: an isolated molecule of CH3F2OPS in a non-equilibrium geometry (ωB97M-V/def2-TZVPD).

Atoms and positions in Å:
C 0.018 0.658 1.129
O 0.801 0.575 -0.104
P 0.071 -0.633 -1.165
F -0.322 -1.790 -0.122
F -1.487 -0.258 -1.217
S 1.111 -0.811 -2.766
H -0.975 0.348 1.161
H 0.169 1.695 1.102
H 0.613 0.217 1.982

Output
Structure (SMILES): COP(F)(F)=S
Multiplicity: 1
Energy above the lowest of the compared OMol25 structures with the same formula, charge and spin (kJ/mol): 63.7



Record 4
Entry from OMol25: an isolated molecule of C22H21BrN2O3 (ωB97M-V/def2-TZVPD).

Atoms and positions in Å:
O -2.032 0.867 -0.699
C -2.112 0.158 0.284
N -1.050 -0.460 0.872
C 0.313 -0.295 0.616
C 0.819 0.687 -0.158
C 2.214 0.974 -0.317
C 2.716 2.002 -1.024
C 1.970 3.057 -1.699
C 0.874 3.688 -1.110
C 0.198 4.691 -1.780
C 0.603 5.084 -3.044
C 1.705 4.483 -3.629
C 2.389 3.487 -2.959
C 1.098 -1.245 1.471
O 0.809 -1.366 2.654
N 2.093 -1.953 0.892
C 2.228 -2.212 -0.525
C 1.866 -3.680 -0.799
O 2.655 -4.557 -0.034
C 2.491 -4.316 1.346
C 2.870 -2.875 1.700
C -3.424 -0.149 0.931
C -4.559 -0.122 0.124
C -5.809 -0.377 0.654
C -5.920 -0.646 2.008
Br -7.635 -1.001 2.753
C -4.808 -0.653 2.834
C -3.560 -0.406 2.293
H -1.226 -1.058 1.671
H 0.121 1.318 -0.687
H 2.910 0.303 0.169
H 3.792 2.064 -1.136
H 0.574 3.415 -0.110
H -0.649 5.169 -1.310
H 0.070 5.864 -3.567
H 2.035 4.795 -4.610
H 3.248 3.018 -3.419
H 1.575 -1.555 -1.098
H 3.268 -2.038 -0.820
H 2.054 -3.929 -1.845
H 0.799 -3.837 -0.574
H 3.141 -5.024 1.860
H 1.446 -4.500 1.639
H 2.662 -2.670 2.750
H 3.931 -2.711 1.487
H -4.442 0.105 -0.924
H -6.687 -0.364 0.027
H -4.918 -0.846 3.890
H -2.705 -0.385 2.953

Output
Structure (SMILES): O=C(N/C(=C/C=C\c1ccccc1)C(=O)N1CCOCC1)c1ccc(Br)cc1
Multiplicity: 1
Energy above the lowest of the compared OMol25 structures with the same formula, charge and spin (kJ/mol): 111.8



Record 5
Entry from OMol25: C4H9N5S as an isolated structure in a non-equilibrium geometry (ωB97M-V/def2-TZVPD).

Atoms and positions in Å:
C 0.834 1.746 0.232
C 2.599 0.088 0.020
C -0.559 -1.374 1.175
C -0.488 -0.833 -1.256
N 1.947 2.338 0.024
N 2.983 1.327 -0.063
N 0.764 0.395 0.358
N -0.306 2.575 0.350
N -0.304 -0.415 0.084
S 3.251 -1.375 -0.022
H 0.165 -1.278 1.999
H -1.590 -1.084 1.645
H -0.627 -2.380 0.785
H -1.482 -1.130 -1.663
H -0.081 -0.048 -1.839
H 0.022 -1.814 -1.457
H 3.832 1.755 -0.031
H 0.038 3.507 -0.057
H -1.221 2.414 -0.012

Output
Multiplicity: 1
Energy above the lowest of the compared OMol25 structures with the same formula, charge and spin (kJ/mol): 115.1



Record 6
Entry from OMol25: C14H25Cl22I3N as an isolated structure in a non-equilibrium geometry (ωB97M-V/def2-TZVPD).

Atoms and positions in Å:
C 2.007 4.943 0.013
C 0.647 5.315 -0.494
I 0.569 7.278 -1.256
C -0.459 4.546 -0.520
I -0.257 2.452 0.217
N -1.657 4.876 -0.970
I -2.723 5.933 0.459
H 2.114 3.878 0.166
H 2.259 5.486 0.924
H 2.736 5.265 -0.732
C -2.243 -1.217 2.213
Cl -0.689 -0.740 1.525
Cl -3.529 -0.072 1.797
H -2.523 -2.191 1.809
H -2.150 -1.259 3.293
C 0.859 -4.783 1.813
Cl 0.678 -4.959 0.064
Cl -0.654 -4.276 2.577
H 1.159 -5.735 2.234
H 1.613 -4.034 2.011
C -0.832 -2.638 -3.123
Cl -1.071 -1.560 -1.756
Cl 0.732 -3.476 -3.035
H -1.621 -3.381 -3.130
H -0.864 -2.037 -4.028
C 4.113 -3.918 4.251
Cl 4.496 -4.962 2.866
Cl 2.559 -3.108 4.036
H 4.069 -4.526 5.144
H 4.889 -3.167 4.345
C -2.877 1.082 -4.642
Cl -3.461 0.843 -2.999
Cl -1.777 -0.213 -5.167
H -3.725 1.096 -5.311
H -2.341 2.023 -4.688
C -5.251 -3.587 0.563
Cl -3.677 -3.947 1.284
Cl -5.485 -4.445 -0.966
H -6.027 -3.893 1.254
H -5.307 -2.520 0.377
C 6.758 -5.771 7.083
Cl 6.471 -5.851 5.342
Cl 5.300 -5.294 7.963
H 7.071 -6.748 7.430
H 7.534 -5.038 7.273
C 0.957 9.424 -4.739
Cl 0.678 10.595 -3.444
Cl 2.506 8.596 -4.562
H 0.161 8.688 -4.714
H 0.957 9.952 -5.685
C -4.575 -0.114 -8.527
Cl -4.875 1.466 -7.795
Cl -2.939 -0.714 -8.229
H -5.284 -0.826 -8.121
H -4.713 -0.016 -9.597
C 8.066 -3.537 2.428
Cl 7.877 -2.525 3.866
Cl 9.628 -4.365 2.409
H 7.277 -4.280 2.424
H 7.995 -2.906 1.550
C -6.368 4.986 3.092
Cl -5.313 6.386 2.889
Cl -5.557 3.475 2.671
H -6.678 4.934 4.129
H -7.231 5.107 2.448

Output
E (eV): -316208.75680
Multiplicity: 1
Total charge: -1